[1]
# C4H5NO2

One molecule with the formula C4H5NO2 (wB97M-V/def2-TZVPD, the OMol25 dataset).

Calculated values
**Electronic energy**: -9812.0118 eV
**SMILES**: COc1ccon1
**Spin multiplicity**: 1
**Net charge**: 0

Each line ends with the Löwdin charge.
Atoms and positions in Å:
C -0.45717 -2.05069 -0.46367  -0.079
O -0.00942 -0.83599 -1.07211  -0.044
C 0.10220 0.18173 -0.21504  -0.394
C 0.51094 1.52615 -0.46940  0.034
C 0.39359 2.08814 0.75853  -0.114
O -0.03316 1.19820 1.65783  -0.030
N -0.21469 -0.01157 1.03763  0.109
H 0.34260 -2.48138 0.15134  0.095
H -1.35620 -2.00108 0.18859  0.098
H -0.68195 -2.67687 -1.31513  0.085
H 0.82859 1.97929 -1.39345  0.111
H 0.57468 3.08407 1.13487  0.128

Force components x, y, z for each atom (eV/Å):
-0.152 -0.705 0.150
-0.214 0.414 0.132
-0.252 -0.269 0.457
-0.050 -0.097 0.169
0.074 0.017 -0.254
0.124 0.469 0.212
0.032 -0.010 -0.050
-0.094 0.078 -0.208
0.530 0.601 -0.579
0.056 -0.345 -0.036
-0.041 -0.071 0.079
-0.013 -0.083 -0.073

***

[2]
# C4H5NO2

One molecule with the formula C4H5NO2 (wB97M-V/def2-TZVPD, the OMol25 dataset).

Calculated values
**Electronic energy**: -9812.3744 eV
**SMILES**: [H]/N=C(\C)[C@@H]1OC1=O
**Spin multiplicity**: 1
**Net charge**: 0

Each line ends with the Löwdin charge.
Atoms and positions in Å:
H 1.88130 1.27264 0.57498  0.066
N 1.07895 1.22099 -0.05554  0.176
C 0.46090 0.12437 0.09554  -0.376
C 0.79309 -0.97073 1.07844  -0.033
C -0.74765 -0.11100 -0.76194  -0.080
O -0.79165 0.65629 -2.04945  0.145
C -1.66254 0.97054 -1.10814  -0.456
O -2.55878 1.72544 -0.91199  0.161
H 1.84864 -0.92708 1.35991  0.082
H 0.19327 -0.85622 1.98780  0.091
H 0.58332 -1.96338 0.66917  0.079
H -1.07886 -1.14187 -0.87876  0.146

Force components x, y, z for each atom (eV/Å):
-0.056 0.002 -0.089
-0.047 -0.314 0.142
0.096 0.200 -0.052
0.059 -0.041 0.055
-0.023 -0.158 0.152
-0.095 0.117 -0.051
-0.368 0.278 0.052
0.502 -0.407 -0.092
-0.152 0.039 -0.025
0.021 -0.009 -0.115
0.021 0.134 0.019
0.043 0.158 0.005

***

[3]
# C4H5NO2

One molecule with the formula C4H5NO2 in a non-equilibrium geometry (wB97M-V/def2-TZVPD, the OMol25 dataset).

Calculated values
**Electronic energy**: -9807.5976 eV
**Spin multiplicity**: 1
**Net charge**: 0

Each line ends with the Löwdin charge.
Atoms and positions in Å:
C 1.53325 -0.85328 0.37744  -0.108
C 1.44764 0.34193 1.06787  -0.077
C -0.66672 0.36806 0.32576  -0.102
C -1.69446 0.72730 -0.70502  -0.069
N 0.44371 -1.21368 -0.23197  -0.171
O -0.06796 -2.11215 -0.87355  -0.032
O 0.28049 1.04413 0.88949  0.012
H 2.44935 -1.54613 0.51727  0.163
H 2.13328 0.75469 1.70361  0.087
H -2.24813 1.70268 -0.47379  0.098
H -1.15338 0.90179 -1.68720  0.093
H -2.45709 -0.11534 -0.90991  0.105

Force components x, y, z for each atom (eV/Å):
2.573 -1.551 1.657
-1.650 -0.483 -1.809
0.602 -4.251 -1.567
-0.255 0.738 -1.020
-4.295 4.339 0.389
0.733 -1.087 -0.240
0.970 0.248 0.257
-1.640 1.262 -0.526
1.440 1.052 1.319
0.727 -1.415 -0.073
-0.611 -0.134 0.869
1.406 1.280 0.744

***

[4]
# C4H5NO2

One molecule with the formula C4H5NO2 (wB97M-V/def2-TZVPD, the OMol25 dataset).

Calculated values
**Electronic energy**: -9813.6324 eV
**SMILES**: Cc1ocnc1O
**Spin multiplicity**: 1
**Net charge**: 0

Each line ends with the Löwdin charge.
Atoms and positions in Å:
C 0.44706 -0.01155 1.73832  -0.004
C -0.01039 0.22602 0.34874  -0.246
O -0.20196 1.48996 -0.16613  0.071
C -0.42888 1.29730 -1.47288  -0.192
N -0.40717 0.06306 -1.85706  0.157
C -0.13835 -0.62205 -0.69642  -0.371
O 0.01948 -1.96328 -0.65747  0.078
H 1.16023 0.75513 2.06221  0.088
H -0.35260 -0.10729 2.48464  0.085
H 0.97002 -0.96987 1.69528  0.086
H -0.58230 2.17692 -2.07914  0.133
H -0.47514 -2.33436 -1.40009  0.115

Force components x, y, z for each atom (eV/Å):
0.057 -0.082 0.052
0.104 -0.212 -0.140
0.104 -0.033 0.034
-0.057 0.007 -0.166
-0.074 0.247 0.111
0.032 0.135 0.222
-0.194 -0.104 -0.159
-0.187 -0.128 -0.050
0.094 0.182 -0.241
0.019 0.071 0.247
-0.067 -0.084 0.057
0.168 0.001 0.033

***

[5]
# C4H5NO2S

One molecule with the formula C4H5NO2S in a non-equilibrium geometry (wB97M-V/def2-TZVPD, the OMol25 dataset).

Calculated values
**Electronic energy**: -20646.5706 eV
**SMILES**: Nc1occ(S)c1O
**Spin multiplicity**: 1
**Net charge**: 0

Each line ends with the Löwdin charge.
Atoms and positions in Å:
N -3.01430 0.21148 0.12712  0.093
C -1.50600 0.07145 -0.11698  -0.242
O -1.25901 -1.27754 -0.07720  -0.017
C 0.08192 -1.60509 -0.08691  -0.055
C 0.82292 -0.39667 -0.04172  -0.642
S 2.45498 0.01189 -0.01588  0.775
C -0.27553 0.56380 0.03205  -0.265
O -0.04585 1.99448 -0.04028  -0.020
H -2.96124 0.42093 1.17590  0.111
H -3.32920 0.97640 -0.50357  0.083
H 0.25417 -2.72839 0.00918  0.153
H 2.79590 -0.11740 1.41192  -0.042
H 0.75991 2.24146 -0.50790  0.067

Force components x, y, z for each atom (eV/Å):
3.945 1.196 0.403
-2.302 -3.008 1.260
1.015 -2.246 -0.470
-0.491 0.936 0.539
-4.493 -2.077 0.575
2.390 -0.046 1.926
2.408 5.460 -1.679
-0.846 -1.752 0.721
-1.045 0.330 -2.129
0.035 -0.376 1.374
0.055 2.011 -0.366
-0.796 0.204 -2.255
0.125 -0.630 0.102

***

[6]
# C4H5NO2S

One molecule with the formula C4H5NO2S in a non-equilibrium geometry (wB97M-V/def2-TZVPD, the OMol25 dataset).

Calculated values
**Electronic energy**: -20644.9165 eV
**SMILES**: S=C1NOC[C@@]12CO2
**Spin multiplicity**: 1
**Net charge**: 0

Each line ends with the Löwdin charge.
Atoms and positions in Å:
S 1.82499 -0.31357 -2.04875  0.691
C 1.03412 0.39531 -0.78781  -0.760
N 1.53826 1.22787 0.09097  0.032
O 0.89559 1.06029 1.43765  -0.111
C -0.45108 0.38580 1.21792  -0.055
C -0.23242 -0.20259 -0.11807  -0.490
C -1.36774 -0.86304 -0.88200  0.041
O -0.21517 -1.62661 -0.13175  -0.062
H 2.58150 1.13830 0.27712  0.181
H -1.26658 1.13108 1.28410  0.125
H -0.69133 -0.34733 2.09691  0.171
H -1.27875 -1.12519 -1.99277  0.129
H -2.37139 -0.86032 -0.44353  0.107

Force components x, y, z for each atom (eV/Å):
-0.569 0.813 0.169
-0.730 -2.686 -0.303
1.429 0.540 3.160
-0.891 -0.217 -0.882
1.088 1.023 1.828
-1.234 -1.898 -2.198
2.919 -1.068 -0.078
-2.368 1.377 -0.908
-1.820 0.479 -0.441
0.625 0.023 -0.395
1.060 1.020 -1.834
-0.045 0.899 1.784
0.537 -0.303 0.098

***

[7]
# C4H5NO2S

One molecule with the formula C4H5NO2S in a non-equilibrium geometry (wB97M-V/def2-TZVPD, the OMol25 dataset).

Calculated values
**Electronic energy**: -20646.1378 eV
**SMILES**: Cc1cc(=S)on1O
**Spin multiplicity**: 1
**Net charge**: 0

Each line ends with the Löwdin charge.
Atoms and positions in Å:
C -2.48271 1.26235 0.00311  -0.008
C -1.12648 0.66174 0.07017  -0.256
C 0.11155 1.18070 -0.09659  -0.017
C 1.06325 0.09876 0.01148  -0.859
S 2.68961 0.10953 -0.06781  0.693
O 0.35386 -1.04052 0.23073  -0.024
N -1.01323 -0.70168 0.42373  -0.098
O -1.76047 -1.49426 -0.44161  0.044
H -2.39781 2.34746 -0.18973  0.096
H -2.99869 1.12348 0.97370  0.101
H -3.03923 0.75604 -0.78347  0.085
H 0.38173 2.21659 -0.25082  0.122
H -2.02791 -2.22725 0.12712  0.120

Force components x, y, z for each atom (eV/Å):
0.169 0.420 0.537
0.911 0.419 0.042
-0.842 -0.179 0.131
0.210 0.097 0.006
-0.259 -0.047 0.014
0.155 -0.002 0.057
-0.002 0.180 -0.222
-0.059 -0.098 0.181
-0.121 -0.624 -0.034
0.159 -0.001 -0.551
-0.191 0.145 0.014
-0.050 -0.233 -0.038
-0.079 -0.077 -0.137

***

[8]
# C4H5NO3

One molecule with the formula C4H5NO3 in a non-equilibrium geometry (wB97M-V/def2-TZVPD, the OMol25 dataset).

Calculated values
**Electronic energy**: -11859.1691 eV
**SMILES**: N#CC1OCOCO1
**Spin multiplicity**: 1
**Net charge**: 0

Each line ends with the Löwdin charge.
Atoms and positions in Å:
N -1.66116 0.57356 -1.97092  0.168
C -1.00396 0.92283 -1.07340  -0.130
C -0.14537 1.23348 0.16294  -0.454
O 1.18027 0.90486 -0.00065  -0.021
C 1.29237 -0.52181 -0.33489  -0.107
O 0.79062 -1.26407 0.77437  -0.015
C -0.50131 -0.94698 0.88381  -0.167
O -0.59506 0.54303 1.21587  -0.029
H -0.32531 2.39682 0.39633  0.209
H 2.34026 -0.63719 -0.40876  0.134
H 0.67003 -0.71738 -1.24686  0.146
H -1.06187 -0.90512 -0.05353  0.106
H -0.97952 -1.58203 1.65571  0.160

Force components x, y, z for each atom (eV/Å):
1.161 0.860 1.575
-0.658 -0.397 -1.464
-0.835 2.942 -0.102
0.711 -0.659 -1.747
-1.035 1.671 0.865
1.606 -0.373 -1.410
-1.977 1.881 1.036
-1.730 -2.492 1.863
0.865 -2.510 -0.622
0.854 -0.647 -0.320
0.823 -0.068 0.615
0.009 -1.129 0.000
0.207 0.923 -0.290

***

[9]
# C4H5NO3

One molecule with the formula C4H5NO3 in a non-equilibrium geometry (wB97M-V/def2-TZVPD, the OMol25 dataset).

Calculated values
**Electronic energy**: -11859.9565 eV
**SMILES**: O=CN1C[C@@H]1C(=O)O
**Spin multiplicity**: 1
**Net charge**: 0

Each line ends with the Löwdin charge.
Atoms and positions in Å:
O 2.37257 -0.16343 -1.53565  0.054
C 1.48239 -0.75591 -0.94441  -0.266
N 0.70354 -0.11576 0.07082  -0.090
C 0.35978 1.30784 -0.02590  0.003
C -0.64843 0.17091 -0.31924  -0.153
C -1.58148 -0.18203 0.83549  -0.475
O -2.78262 0.13495 0.77779  0.070
O -1.10287 -1.01182 1.75813  0.113
H 1.28666 -1.95812 -0.98835  0.183
H 0.34812 1.82916 1.02342  0.164
H 0.80453 1.79364 -0.89305  0.111
H -1.11419 0.05789 -1.27694  0.156
H -0.12798 -1.10733 1.51788  0.129

Force components x, y, z for each atom (eV/Å):
-1.777 -1.520 0.726
1.822 -0.318 0.071
0.764 -0.999 -1.591
-0.214 -0.706 1.431
-0.262 1.467 2.926
-4.052 0.174 -1.376
3.092 -0.550 0.480
1.473 0.402 -0.398
0.268 2.780 -0.146
-0.074 -0.904 -2.407
-0.226 0.211 0.349
0.341 -0.141 -0.572
-1.156 0.104 0.506

***

[10]
# C4H5NO3

A 2-piece molecular cluster, C4H5NO3 overall in a non-equilibrium geometry (wB97M-V/def2-TZVPD, the OMol25 dataset).

Calculated values
**Electronic energy**: -11859.6224 eV
**SMILES**: N#C/C=C\O.O=CO
**Spin multiplicity**: 1
**Net charge**: 0

Each line ends with the Löwdin charge.
Atoms and positions in Å:
N 0.95575 -2.83370 -0.64972  0.162
C 0.91429 -1.71506 -0.41190  -0.204
C 0.87397 -0.28181 -0.23484  -0.155
C 0.50297 0.60371 -1.13553  -0.183
O -0.11115 0.26272 -2.27619  0.062
H 1.33094 0.12637 0.58498  0.079
H 0.90982 1.67392 -1.08250  0.174
H -0.04454 -0.68306 -2.45063  0.112
O -2.02344 0.13625 0.81242  0.066
C -0.96693 0.20271 1.37814  -0.520
O -0.57419 1.25744 2.00304  0.107
H -0.58393 -0.75977 1.67896  0.138
H -1.18357 2.01029 1.78375  0.161

Force components x, y, z for each atom (eV/Å):
0.026 -0.754 -0.053
-0.562 1.606 -0.055
0.641 -1.459 -0.726
0.802 0.806 -1.756
0.142 1.005 -0.329
1.383 0.534 1.971
-1.451 -1.516 0.050
-0.151 -0.205 0.222
-0.625 0.490 -1.334
-3.441 -2.345 0.788
1.286 2.732 0.780
1.421 0.040 0.313
0.530 -0.936 0.128

***

[11]
# C4H5NO3

One molecule with the formula C4H5NO3 in a non-equilibrium geometry (wB97M-V/def2-TZVPD, the OMol25 dataset).

Calculated values
**Electronic energy**: -11858.7259 eV
**Spin multiplicity**: 1
**Net charge**: 0

Each line ends with the Löwdin charge.
Atoms and positions in Å:
N -0.84172 0.08674 -1.31750  0.034
C 0.39276 0.13458 -0.58937  -0.512
C -1.91181 0.18324 -0.50548  -0.006
C -0.06204 -0.31380 0.78843  -0.263
C -1.39809 -0.26551 0.81318  -0.054
O 1.41727 -0.58049 -1.16352  0.090
O 0.71392 1.60418 -0.55262  0.032
O 0.87359 -0.49254 1.74174  0.105
H 1.59250 -1.38750 -0.66565  0.121
H 1.67525 1.70218 -0.53610  0.096
H 0.45238 -0.62785 2.59967  0.128
H -0.86828 0.40251 -2.27415  0.137
H -2.03572 -0.44574 1.66137  0.092

Force components x, y, z for each atom (eV/Å):
-0.913 0.444 0.765
0.580 1.586 -0.028
0.041 -0.915 -0.620
-0.366 0.785 0.275
0.262 0.139 -0.030
0.473 0.211 -0.071
0.024 -2.215 -0.142
0.014 -0.127 -0.372
-0.039 0.108 0.048
-0.026 -0.244 0.082
-0.035 -0.011 -0.093
0.060 0.222 0.078
-0.074 0.016 0.108

***

[12]
# C4H5NO3

One molecule with the formula C4H5NO3 in a non-equilibrium geometry (wB97M-V/def2-TZVPD, the OMol25 dataset).

Calculated values
**Electronic energy**: -11856.8237 eV
**SMILES**: C1=NO[C@@H]2OCO[C@H]12
**Spin multiplicity**: 1
**Net charge**: 0

Each line ends with the Löwdin charge.
Atoms and positions in Å:
C -1.49201 -0.65277 0.23651  -0.038
N -1.95835 0.56853 0.35393  0.091
O -1.00966 1.45999 0.94808  -0.074
C 0.31381 0.96927 0.79741  -0.259
O 0.83393 1.18547 -0.52404  -0.095
C 0.96352 -0.09384 -1.37701  -0.046
O 1.03098 -1.04983 -0.22321  -0.110
C -0.03224 -0.54265 0.65777  -0.244
H -2.19800 -1.52859 0.04252  0.152
H 1.13657 1.23937 1.57996  0.203
H 0.23021 -0.13382 -2.11451  0.092
H 2.13748 -0.08970 -1.77124  0.183
H 0.04375 -1.33144 1.39385  0.146

Force components x, y, z for each atom (eV/Å):
0.072 3.550 0.115
-0.264 -1.757 0.548
0.225 0.580 -0.604
-0.203 -3.013 -1.203
-0.017 -0.187 -1.217
5.975 1.224 5.551
-2.415 1.278 -2.807
2.016 -3.353 -0.310
1.396 1.472 0.019
-2.202 -0.026 -1.228
-1.546 -0.466 -0.864
-3.468 0.076 0.633
0.430 0.623 1.369

***

Number 1: M 99.089 g mol⁻¹. Number 2: M 99.089 g mol⁻¹. Number 3: M 99.089 g mol⁻¹. Number 4: M 99.089 g mol⁻¹. Number 5: M 131.156 g mol⁻¹. Number 6: M 131.156 g mol⁻¹. Number 7: M 131.156 g mol⁻¹. Number 8: M 115.088 g mol⁻¹. Number 9: M 115.088 g mol⁻¹. Number 10: M 115.088 g mol⁻¹. Number 11: M 115.088 g mol⁻¹. Number 12: M 115.088 g mol⁻¹.